33
Properties=species:S:1:pos:R:3:forces:R:3:mulliken_charge:R:1 method="wB97M-V/def2-TZVPD" total_charge=+4 multiplicity=2 lumo_energy_ev="-16.6989 / -16.6780" max_force_ha_per_bohr=0.2106 e_above_lowest_kcal_mol=19.1
I -5.328918 0.300819 1.103656 -0.370 0.602 0.051 0.2257
I -2.999665 -2.267777 1.050561 1.327 0.451 -0.450 0.2976
Yb 0.861029 -0.828108 1.437179 -0.583 -2.000 1.295 1.3864
Y -0.784228 1.885632 -0.250657 -2.799 0.127 2.039 1.2739
S -1.838973 -0.569679 -0.652552 -0.593 0.446 1.006 0.0096
C 0.539244 1.461404 -2.076043 3.944 -2.861 -9.674 0.2298
C 1.753088 1.326499 0.269054 7.597 2.150 -0.872 0.1037
C -2.816154 -1.081095 -2.375433 -1.333 -1.107 -2.011 1.0382
C -4.245489 -1.698140 -2.048347 -0.748 -0.111 0.221 -1.0143
C -1.679620 -1.855036 -3.085254 0.121 0.280 -0.072 -1.1591
C -3.230818 0.090642 -3.256935 -0.391 1.307 0.660 -1.5552
C 3.281253 -1.518983 1.434256 6.133 -1.419 0.172 0.2238
C 1.892928 -0.952729 -0.761142 7.106 1.435 -6.980 0.2114
O 2.916394 1.480308 0.183347 -6.703 -0.582 0.842 0.0089
O 0.986643 1.097237 -3.112848 -2.916 2.627 7.097 0.0450
O 4.408333 -1.770249 1.375879 -5.230 1.121 0.285 -0.0121
O 2.775672 -0.672861 -1.530611 -6.562 -2.495 5.237 -0.0945
H -4.951429 -1.611197 -2.993383 1.762 -0.344 1.702 0.4014
H -4.746619 -0.939582 -1.331445 0.690 -1.544 -0.847 0.0204
H -4.295328 -2.787257 -1.693004 0.214 1.772 -0.363 0.3705
H -2.022283 -2.108485 -4.109013 0.033 -0.123 0.586 0.3837
H -1.265174 -2.743729 -2.583876 -0.557 0.219 -0.117 0.3837
H -0.834881 -1.146581 -3.242187 -0.457 -0.369 0.036 0.2229
H -3.756980 -0.422187 -4.112486 0.776 0.950 0.597 0.4842
H -2.423604 0.753348 -3.601939 0.003 -0.427 -0.226 0.3854
H -3.972491 0.761218 -2.734473 0.486 -0.788 -0.615 0.3931
F -0.665458 -0.001994 2.834868 0.410 0.858 -1.053 -0.2712
C -0.511083 1.286541 2.104744 -2.467 0.359 3.688 -0.1426
F -1.672495 1.914119 2.630269 1.616 -0.234 -2.102 -0.1901
C 0.623962 1.934594 2.906502 2.348 2.870 4.272 0.9392
F 0.367002 2.217699 4.202682 -0.485 -1.011 -2.242 -0.1722
F 1.767662 1.124409 2.969403 -1.181 -0.613 -1.224 -0.2014
F 1.093625 3.121879 2.398187 -1.194 -1.544 -0.935 -0.2260